Record 1
54
Properties=species:S:1:pos:R:3:forces:R:3:nbo_charge:R:1 method="wB97M-V/def2-TZVPD" fmax_ev_per_a=2.27 total_charge=+1 homo_lumo_gap_ev=6.820
Rh -1.62245 1.11441 -0.30428 0.339 -1.629 1.542 0.48
C 3.15144 -1.18868 0.44339 -0.038 0.080 0.050 -0.65
C 3.10097 0.18874 1.06187 0.101 -0.021 -0.008 0.03
C 4.12775 0.58070 1.91691 0.014 -0.011 0.004 -0.20
C 4.14734 1.83363 2.51454 0.010 -0.031 -0.010 -0.16
C 3.12770 2.74178 2.27366 -0.016 -0.029 -0.025 -0.21
C 2.08902 2.37610 1.43501 0.034 0.002 0.057 -0.16
C 2.07318 1.11664 0.83121 0.039 0.063 0.197 -0.42
P 0.67523 0.80516 -0.23266 -0.264 0.177 -0.625 1.02
C 0.01383 -0.90372 0.08925 0.291 0.375 -0.078 -0.30
C -0.05838 -1.84644 -0.94081 0.065 -0.021 -0.084 -0.22
C -0.44490 -3.15079 -0.68652 -0.009 0.081 -0.003 -0.23
C -0.75978 -3.51944 0.61482 -0.035 -0.020 0.035 -0.16
C -0.70922 -2.58402 1.63849 -0.051 -0.014 0.021 -0.21
C -0.33527 -1.26370 1.40707 -0.069 -0.063 0.029 0.00
C -0.29554 -0.30354 2.56603 0.049 -0.031 -0.023 -0.66
C 1.17863 0.87092 -1.96982 0.252 0.095 0.574 -0.39
C 2.47798 0.95735 -2.43460 0.196 0.012 -0.184 -0.17
C 2.70987 1.26789 -3.77518 0.066 -0.065 0.230 -0.20
C 1.64256 1.54828 -4.60754 -0.320 0.023 0.040 -0.17
C 0.33649 1.50164 -4.11350 0.220 -0.120 -0.469 -0.18
C 0.10285 1.12744 -2.80524 -0.961 0.134 -0.192 -0.05
C -1.31319 1.00316 -2.29495 0.316 0.186 0.342 -0.41
H 4.17614 -1.55803 0.44793 -0.022 0.000 0.009 0.24
H 2.79766 -1.20135 -0.58755 -0.008 0.032 0.005 0.22
H 2.53962 -1.90051 1.00425 0.001 0.034 -0.001 0.23
H 4.93354 -0.11715 2.11317 -0.005 0.033 -0.009 0.22
H 4.96843 2.10150 3.16733 -0.021 -0.016 -0.004 0.23
H 3.13703 3.72026 2.73443 0.007 -0.015 -0.008 0.23
H 1.27615 3.06781 1.24771 -0.006 -0.009 -0.012 0.23
H 0.21822 -1.55656 -1.94905 0.011 -0.004 0.025 0.23
H -0.48737 -3.87324 -1.49097 0.008 0.014 0.011 0.23
H -1.05083 -4.53942 0.83478 0.009 0.034 -0.006 0.23
H -0.97046 -2.87997 2.64828 0.013 -0.005 -0.036 0.23
H -0.89841 -0.68319 3.38983 0.016 0.003 -0.010 0.24
H -0.67096 0.68867 2.30523 -0.010 0.035 -0.039 0.23
H 0.72640 -0.16792 2.92973 -0.015 -0.009 -0.018 0.25
H 3.31243 0.83221 -1.75483 -0.003 -0.041 -0.023 0.23
H 3.72309 1.32336 -4.15002 -0.007 0.015 0.022 0.23
H 1.81461 1.82536 -5.63948 0.004 0.018 0.028 0.23
H -0.49938 1.75224 -4.75703 0.054 -0.036 -0.007 0.22
H -1.63929 -0.03924 -2.18292 0.032 -0.205 -0.643 0.20
H -2.03985 1.57878 -2.85723 -0.037 0.080 -0.036 0.23
S -3.06437 2.49433 0.82238 0.381 0.590 -0.312 0.05
C -3.95946 0.99409 0.94532 -0.277 0.284 0.080 0.08
C -5.13852 0.70871 1.60768 -0.087 -0.038 0.131 -0.27
C -5.65259 -0.56748 1.46206 -0.040 -0.048 0.004 -0.11
C -4.99344 -1.50867 0.67124 -0.057 -0.019 0.073 -0.26
C -3.81529 -1.14850 0.05776 0.252 0.039 0.070 0.07
N -3.31713 0.08195 0.22163 -0.442 0.063 -0.676 -0.48
H -5.63334 1.46910 2.19553 -0.002 -0.029 -0.004 0.25
H -6.57891 -0.83257 1.95731 0.033 0.006 -0.036 0.24
H -5.38683 -2.50486 0.53361 -0.019 0.007 0.011 0.24
H -3.24302 -1.83321 -0.55526 0.007 0.015 -0.011 0.22

***

Record 2
63
Properties=species:S:1:pos:R:3:forces:R:3:nbo_charge:R:1 method="wB97M-V/def2-TZVPD" fmax_ev_per_a=1.98 homo_lumo_gap_ev=2.754 e_above_lowest_kj_mol=29.2
C 4.44429 2.00918 5.78580 -0.450 0.606 -0.079 -0.40
N 4.37915 0.97833 4.77950 1.303 -0.349 0.262 -0.44
C 5.55791 0.80349 3.93814 -0.653 -0.347 0.542 -0.29
C 5.42711 1.64622 2.70275 -0.922 1.031 -1.304 0.96
F 6.47423 1.56779 1.84235 -0.778 -0.027 0.871 -0.31
F 4.29150 1.29623 2.00784 1.163 0.355 0.496 -0.33
F 5.27105 2.96966 3.05162 0.259 -1.008 -0.441 -0.34
C 3.20883 0.30666 4.53996 -0.924 -0.598 -0.316 0.26
C 3.15420 -1.10802 4.41808 0.113 0.481 -0.051 -0.29
C 1.96553 -1.74422 4.13119 -0.186 0.039 -0.173 -0.03
C 0.77691 -1.00545 3.81957 0.422 -0.114 -0.510 -0.18
C -0.43337 -1.69881 3.55137 0.432 0.024 0.211 0.01
C -1.72931 -1.15566 3.33512 -1.240 0.324 0.002 -0.15
C -2.85427 -2.03301 3.18703 0.642 0.124 0.206 -0.06
C -4.12830 -1.54913 2.97792 -0.480 0.778 -0.110 -0.26
C -4.35480 -0.16366 2.76548 1.639 -0.395 0.188 0.21
N -5.61135 0.37156 2.52110 -1.818 -0.102 0.327 -0.50
C -6.00542 0.72446 1.17653 0.432 0.357 -0.244 -0.40
C -6.52367 0.76862 3.59029 0.810 -0.568 -0.571 -0.29
C -6.18798 2.12009 4.16034 0.807 1.247 0.214 0.96
F -7.14960 2.62294 4.98549 0.794 -0.492 -0.682 -0.32
F -5.01479 2.06115 4.87677 -1.080 0.260 -0.513 -0.34
F -5.98881 3.03625 3.15066 -0.220 -0.623 1.057 -0.34
C -3.24298 0.69789 2.80754 -0.652 -0.327 0.170 -0.21
C -2.02878 0.23450 3.24751 0.433 -0.068 -0.244 -0.15
C 0.92929 0.41240 3.79354 -0.098 0.261 0.471 -0.11
C 2.02198 1.04510 4.33556 0.155 -0.206 -0.139 -0.24
H 3.65215 1.83473 6.52620 0.332 0.066 -0.120 0.21
H 5.42611 1.96782 6.27443 -0.269 0.070 -0.004 0.21
H 4.29974 3.00647 5.34452 0.114 -0.051 0.303 0.20
H 6.42561 1.17945 4.48921 0.060 -0.482 -0.149 0.23
H 5.63107 -0.24264 3.62162 0.391 0.216 0.107 0.24
H 4.07498 -1.65972 4.60362 -0.317 -0.058 -0.090 0.23
H 1.92161 -2.83332 4.10679 0.022 0.234 0.039 0.23
H -0.37567 -2.78758 3.57533 0.014 0.195 0.029 0.23
H -2.68528 -3.10605 3.28133 -0.043 0.224 -0.127 0.22
H -5.00105 -2.19984 2.93391 0.307 -0.026 0.019 0.23
H -5.37692 0.16556 0.46779 -0.351 0.156 0.148 0.22
H -7.06306 0.46829 1.02965 0.223 0.037 -0.147 0.20
H -5.86281 1.80210 0.99605 -0.148 -0.241 -0.229 0.19
H -7.52704 0.84822 3.15918 0.023 -0.277 0.335 0.23
H -6.44103 0.04978 4.41485 -0.435 0.121 -0.111 0.23
H -3.36720 1.75193 2.55719 -0.100 -0.211 0.397 0.23
H -1.32602 1.00245 3.53953 -0.274 -0.374 -0.244 0.21
H 0.19954 1.05328 3.31760 0.310 -0.248 0.322 0.21
H 2.01530 2.12720 4.49211 0.152 -0.339 -0.434 0.23
Cl -0.06062 -3.05281 0.45931 -0.029 1.449 0.926 0.04
C 0.35191 -4.42138 -0.37901 0.210 -1.818 -0.745 -0.86
S 1.76346 -5.29669 0.07586 -1.061 -0.198 -1.174 2.14
C 1.59767 -6.82506 -0.88341 -0.161 0.366 0.076 -0.22
C 0.94349 -7.91443 -0.31476 0.023 -0.200 -0.248 -0.22
C 0.80909 -9.09174 -1.05678 0.102 0.186 0.039 -0.22
C 1.32641 -9.17121 -2.35423 -0.006 0.238 0.083 -0.21
C 1.97382 -8.06446 -2.91304 -0.052 0.030 0.176 -0.22
C 2.11403 -6.88467 -2.17542 -0.093 -0.227 -0.031 -0.23
O 2.94614 -4.64764 -0.44185 0.659 -0.012 0.368 -0.96
O 1.68498 -5.68112 1.46581 0.338 0.289 0.433 -0.97
H 0.06717 -4.47057 -1.42568 0.074 -0.016 0.219 0.22
H 0.55199 -7.83662 0.69803 0.099 0.005 -0.238 0.24
H 0.29809 -9.94475 -0.60985 0.145 0.175 -0.163 0.21
H 1.21870 -10.09197 -2.93240 0.039 0.296 0.194 0.21
H 2.37641 -8.11004 -3.92537 -0.112 -0.046 0.261 0.21
H 2.62352 -6.01851 -2.59413 -0.090 -0.191 0.139 0.24

***

Record 3
59
Properties=species:S:1:pos:R:3:forces:R:3:lowdin_charge:R:1 method="wB97M-V/def2-TZVPD" fmax_ev_per_a=8.86 total_charge=+1 homo_lumo_gap_ev=6.516 e_above_lowest_kj_mol=1411.2
C -1.27397 5.07672 -1.66403 0.687 -0.756 -0.287 -0.01
C -0.82891 5.31388 -0.07849 -1.070 6.097 2.237 -0.27
O -1.08432 6.55080 0.40989 1.651 -8.238 -2.824 -0.02
O -0.19963 4.28306 0.77530 -2.682 2.030 -2.069 -0.13
C -1.08584 3.95514 1.93746 -0.614 -0.879 -0.148 -0.12
C -1.26330 2.29560 1.94164 -0.949 -1.877 -1.096 -0.03
C -2.08209 1.56331 0.68178 2.126 -0.731 3.808 0.06
C -2.28258 -0.09366 0.58384 2.479 0.815 3.287 -0.08
C -3.11555 -0.74299 -0.67999 -0.739 0.608 0.592 -0.18
C -3.12563 0.17638 -2.03830 -0.078 -0.879 -0.250 -0.11
C -1.77431 0.03785 -2.96961 -0.043 4.962 -4.757 -0.23
O -1.66023 0.92351 -3.99540 -0.539 -5.237 6.154 -0.07
N -0.69426 -1.00908 -2.80975 0.479 1.917 -0.100 0.02
C 0.65006 -0.36383 -2.54120 4.037 1.886 1.070 -0.14
C 1.70208 0.17596 -3.69993 0.316 -0.718 4.947 -0.20
C 3.13039 0.85913 -3.20148 -1.401 -2.242 3.041 -0.35
C 3.56501 1.04522 -1.61524 -3.962 -2.030 -0.778 -0.04
C 2.52075 0.50776 -0.46875 -1.544 -0.563 -4.430 -0.01
C 1.11959 -0.18145 -0.96789 1.881 0.974 -1.980 0.05
C -1.61525 -1.01910 1.80686 -1.002 3.484 -2.155 -0.04
C -1.79135 -2.63789 1.67057 0.123 -0.142 0.032 -0.18
C -0.71393 -3.54474 2.50419 0.742 -1.292 -0.487 -0.19
C 0.81304 -3.56558 1.82050 3.634 -0.230 -1.672 -0.13
C 1.15720 -4.63898 0.58458 3.469 2.181 0.950 -0.03
C 2.68514 -4.72392 -0.08934 -0.048 2.415 2.689 -0.07
C 3.95186 -3.76995 0.41857 -5.020 0.595 2.374 -0.07
C 3.58828 -2.70054 1.62899 -2.326 -2.477 -1.548 -0.08
C 2.06027 -2.61759 2.30436 0.960 -2.213 -2.617 -0.04
C -0.86930 -0.19477 3.00753 1.705 0.798 2.961 -0.15
N -0.23262 -0.79897 4.23821 -1.028 2.673 -2.257 -0.32
S 0.47453 0.37748 5.32080 -3.124 0.636 -5.639 0.91
N 0.10412 1.86069 4.42590 -2.271 -3.845 -3.528 -0.28
C -0.63369 1.41998 3.17616 -0.424 -1.102 -0.492 -0.19
H -0.37570 4.66640 -2.33026 -1.737 0.751 1.714 0.07
H -1.62587 6.07741 -2.19441 0.715 -2.091 1.745 0.11
H -2.11723 4.25575 -1.73803 1.662 1.704 0.310 0.08
H -0.55239 4.36385 2.89775 -1.280 -1.049 -1.808 0.15
H -2.12885 4.47719 1.72725 2.205 -1.171 0.853 0.15
H -2.51691 2.31639 -0.12209 1.020 -1.894 1.871 0.08
H -2.80300 -1.83369 -0.96565 -0.280 2.186 0.756 0.11
H -4.25155 -0.81365 -0.32121 2.439 0.157 -0.742 0.14
H -4.02243 -0.23712 -2.70913 2.078 0.858 1.280 0.15
H -3.38616 1.31673 -1.85348 0.883 -2.492 -0.468 0.12
H -0.70405 -1.56400 -3.69845 0.322 0.789 0.983 0.14
H 1.38821 0.03795 -4.81868 0.873 0.268 2.260 0.08
H 3.86673 1.20744 -4.05193 -1.254 -1.095 2.081 0.04
H 4.57938 1.51879 -1.25177 -2.250 -1.032 -1.173 0.10
H 2.69931 0.58399 0.70235 -0.269 -0.158 -2.920 0.11
H 0.38520 -0.59289 -0.14930 1.556 0.899 -1.753 0.08
H -1.68256 -2.95983 0.52598 -0.157 0.974 2.463 0.11
H -2.89032 -2.97728 1.98943 2.368 0.975 -0.519 0.14
H -1.08719 -4.67480 2.40505 0.767 2.478 0.147 0.12
H -0.67258 -3.33440 3.66085 0.032 -0.043 -2.514 0.11
H 0.37642 -5.39919 0.14566 1.569 1.771 1.139 0.08
H 2.95962 -5.50106 -0.94364 -0.986 1.757 2.056 0.08
H 5.02786 -3.85421 -0.03412 -2.411 0.164 0.976 0.08
H 4.45173 -1.98521 2.03817 -2.224 -1.759 -0.909 0.08
H 1.94935 -1.83993 3.17988 -0.006 -1.831 -1.946 0.06
Cs 1.93743 2.92594 -4.50794 -1.060 2.265 -0.909 1.16

***

Number 1: HOMO level -11.2 eV, E -51967.7881 eV. Number 2: HOMO level -5.5 eV, E -74100.3048 eV. Number 3: HOMO level -10.3 eV, E -49327.4910 eV.